Entry from OMol25: a structure of composition C17H23N3O5TeTi (ωB97M-V with the def2-TZVPD basis set).

Summary:
* ⟨S²⟩: 0.753
* E_HOMO (alpha / beta): -10.744 / -10.821 eV
* DFT total energy: -2319.50863 a.u.
* 2S+1: 2
* relative energy (zero: lowest compared OMol25 entry of this formula, charge and spin): 11.1 kcal/mol
* frontier orbital gap (alpha / beta): 0.2614 / 0.2623 Eh
* charge: +1

```
50
C17H23N3O5TeTi | OMol25 | ωB97M-V with the def2-TZVPD basis set
H 2.45548 -1.52275 0.64988
O 1.77878 1.12708 3.23076
C -0.32205 -0.01321 3.39623
N -0.90755 -1.10704 2.60644
H -2.13808 -1.06693 -2.37579
O -2.50811 -0.55903 0.35300
H -0.86754 -2.97701 3.65859
Te -0.76661 2.40100 -1.00472
O -0.83538 -2.73546 0.60343
Ti -0.27538 -0.86510 0.38348
C -1.13699 -0.81144 -2.70053
N 1.77582 -1.64572 -0.09423
C 2.14681 -0.90148 -1.27011
C -1.98002 3.92075 -0.12034
O 0.77253 0.44532 1.35008
H 1.08444 3.13545 0.82443
H -3.01891 3.69081 -0.34404
H -1.71887 4.87864 -0.55985
H -2.84718 -1.44730 0.17066
C -2.37958 -1.13594 2.68895
C 2.71394 0.43839 -3.65978
H -2.61716 0.84186 1.81089
H -0.04522 -0.31991 4.40545
H 2.93519 0.93287 -4.59640
C 1.07979 3.16350 -0.26118
C -0.29989 -2.41515 2.91123
N -0.17151 -0.96545 -1.81672
H -2.71839 -2.14842 2.46288
H -4.05517 -0.18595 1.70152
C 3.41061 -0.45323 -1.52643
C 1.39437 -0.00372 -3.41194
C 1.10270 -0.62753 -2.18155
H 1.69870 -2.64584 -0.28581
H -2.72574 -0.89098 3.69801
H 1.23306 4.17342 -0.63029
C 0.87942 0.57427 2.65994
H 4.69678 0.58809 -2.90342
H 0.51731 0.58389 -5.29594
C -0.92022 -0.30547 -3.98879
H -1.04881 0.79710 3.48831
O 0.54672 -4.20734 1.58069
C 0.33011 0.13202 -4.33009
C -2.96573 -0.18170 1.67097
H -1.75180 -0.22555 -4.67345
H 1.86845 2.51149 -0.63186
H -1.82952 3.94630 0.95531
H 4.20867 -0.65038 -0.82157
C -0.16754 -3.23947 1.62671
H 0.70011 -2.26851 3.31983
C 3.68912 0.24072 -2.72284
```

Atomic partial charges in e from the Mulliken method, atoms 1 to 5: number 1, H, carries 0.326; number 2, O, carries -0.627; number 3, C, carries -0.563; number 4, N, carries 0.585; number 5, H, carries 0.444